# 1
This record from OMol25 describes a structure of composition C43H44N6STi. The level of theory is ωB97M-V with the def2-TZVPD basis set.

Each line ends with the Löwdin spin population.
Geometry (Å):
Ti -0.81 0.45 1.10  -0.01
C -1.26 -4.13 -4.65  0.00
C -0.05 -3.28 -4.21  0.00
C 0.50 -2.56 -5.43  0.00
C 1.03 -4.22 -3.65  0.00
C -0.46 -2.32 -3.10  0.04
C -1.25 -2.79 -2.01  0.12
C -1.46 -1.95 -0.94  0.00
N -1.02 -0.70 -0.86  0.14
C -0.35 -0.19 -1.94  0.13
C -0.03 -1.02 -3.05  0.05
C -0.05 1.19 -1.87  0.12
C 0.42 1.98 -2.95  0.05
C 0.54 3.34 -2.84  0.04
C 0.19 3.93 -1.61  0.11
C -0.22 3.11 -0.58  0.00
N -0.33 1.79 -0.66  0.13
C 0.99 4.16 -4.05  0.00
C 2.36 3.68 -4.53  0.00
C -0.04 4.00 -5.18  0.00
C 1.10 5.65 -3.72  0.00
H -0.99 -4.73 -5.53  0.00
H -2.10 -3.49 -4.91  0.00
H -1.58 -4.81 -3.87  0.00
H 0.72 -3.28 -6.22  0.00
H 1.43 -2.03 -5.20  0.00
H -0.22 -1.83 -5.82  0.00
H 1.31 -4.97 -4.40  0.00
H 0.68 -4.73 -2.76  0.00
H 1.92 -3.65 -3.38  0.00
H -1.63 -3.80 -1.97  0.01
H -2.00 -2.31 -0.07  0.00
H 0.57 -0.61 -3.84  0.00
H 0.63 1.49 -3.89  0.00
H 0.24 5.00 -1.44  0.01
H -0.46 3.54 0.39  0.00
H 2.32 2.63 -4.84  0.00
H 3.10 3.77 -3.74  0.00
H 2.70 4.27 -5.39  0.00
H -0.09 2.97 -5.52  0.00
H 0.24 4.63 -6.04  0.00
H -1.03 4.29 -4.84  0.00
H 1.81 5.83 -2.90  0.00
H 0.14 6.07 -3.43  0.00
H 1.46 6.20 -4.60  0.00
C 3.05 2.65 1.59  0.04
C 2.71 3.51 2.63  0.00
C 1.49 3.38 3.26  0.03
C 0.59 2.37 2.87  0.01
C 0.88 1.55 1.76  0.04
C 2.12 1.71 1.15  0.00
C -0.66 2.09 3.57  0.16
C -1.00 2.65 4.79  0.03
C -2.16 2.29 5.46  0.22
C -2.98 1.28 4.89  0.02
C -4.14 0.80 5.51  0.07
C -4.90 -0.23 4.97  0.04
C -4.48 -0.81 3.77  0.06
C -3.35 -0.35 3.12  0.05
C -2.58 0.71 3.64  0.02
N -1.46 1.15 2.97  0.17
H 4.01 2.74 1.09  0.00
H 3.40 4.29 2.94  0.00
H 1.23 4.06 4.06  0.00
H 2.37 1.09 0.29  0.00
H -0.32 3.37 5.24  0.00
H -2.41 2.71 6.42  0.02
H -4.44 1.26 6.45  0.00
H -5.79 -0.58 5.47  0.00
H -5.05 -1.62 3.33  0.00
H -3.04 -0.81 2.20  0.00
S -4.94 2.54 -0.70  0.00
C -3.70 1.69 -0.02  0.00
N -2.83 1.09 0.47  0.01
C 3.02 -3.41 3.93  0.00
C 3.34 -1.98 3.50  0.00
C 2.37 -1.03 4.06  0.00
N 1.58 -0.30 4.44  0.00
H 3.75 -4.10 3.50  0.00
H 2.03 -3.71 3.59  0.00
H 3.05 -3.50 5.01  0.00
H 3.31 -1.87 2.42  0.00
H 4.33 -1.69 3.84  0.00
N -0.16 -1.10 1.64  0.04
C 0.04 -2.41 1.82  0.01
C 0.93 -3.14 0.98  0.01
C 1.09 -4.51 1.11  0.00
C 0.40 -5.21 2.10  0.01
C -0.46 -4.51 2.94  0.00
C -0.63 -3.14 2.82  0.01
H 1.44 -2.59 0.20  0.00
H 1.76 -5.03 0.44  0.00
H 0.52 -6.29 2.20  0.00
H -1.00 -5.04 3.72  0.00
H -1.30 -2.61 3.49  0.00

As for the expectation value of S²: 2.05. The net charge is -2. The value obtained for the HOMO energy (alpha / beta) is 0.5 / -1.9 eV. Its multiplicity is 3. The calculation puts the energy above the lowest of the compared OMol25 structures with the same formula, charge and spin at 0.0 kJ/mol.


# 2
This record from OMol25 describes a cluster of 2 separate species, C5H7F2N2 in total in a non-equilibrium geometry. The level of theory is ωB97M-V with the def2-TZVPD basis set.

Each line ends with the Mulliken charge.
Geometry (Å):
C -1.67 -1.02 0.27  -0.58
C -0.94 -0.26 1.16  0.13
C 0.11 -1.14 -1.25  0.38
C -1.20 -1.44 -0.92  -0.12
C 1.21 0.98 1.27  -0.65
N 0.77 -0.25 -0.51  -0.83
N 0.23 0.17 0.59  0.77
F 0.71 -1.55 -2.34  -0.21
F 0.79 2.00 -1.54  -0.37
H -2.60 -1.39 0.60  0.41
H -1.25 0.05 2.15  0.41
H -1.71 -2.16 -1.59  0.41
H 1.20 2.47 -2.16  0.37
H 1.49 1.78 0.53  0.25
H 0.83 1.35 2.28  0.27
H 2.03 0.40 1.46  0.37

The net charge is +1. The value obtained for the HOMO energy is -15.7 eV. The calculation puts the energy above the lowest of the compared OMol25 structures with the same formula, charge and spin at 103.9 kJ/mol.


Repeat the second record exactly.
This record from OMol25 describes a cluster of 2 separate species, C5H7F2N2 in total in a non-equilibrium geometry. The level of theory is ωB97M-V with the def2-TZVPD basis set.

Each line ends with the Mulliken charge.
Geometry (Å):
C -1.67 -1.02 0.27  -0.58
C -0.94 -0.26 1.16  0.13
C 0.11 -1.14 -1.25  0.38
C -1.20 -1.44 -0.92  -0.12
C 1.21 0.98 1.27  -0.65
N 0.77 -0.25 -0.51  -0.83
N 0.23 0.17 0.59  0.77
F 0.71 -1.55 -2.34  -0.21
F 0.79 2.00 -1.54  -0.37
H -2.60 -1.39 0.60  0.41
H -1.25 0.05 2.15  0.41
H -1.71 -2.16 -1.59  0.41
H 1.20 2.47 -2.16  0.37
H 1.49 1.78 0.53  0.25
H 0.83 1.35 2.28  0.27
H 2.03 0.40 1.46  0.37

The net charge is +1. The value obtained for the HOMO energy is -15.7 eV. The calculation puts the energy above the lowest of the compared OMol25 structures with the same formula, charge and spin at 103.9 kJ/mol.


- Which of these has the highest net charge?
  C5H7F2N2